DFT (wB97M-V/def2-TZVPD) results for a structure of composition C13H43FN6NbO4P2S in a non-equilibrium geometry.

```
71
Properties=species:S:1:pos:R:3:mulliken_charge:R:1
Nb 0.58 0.51 -6.08 -0.1591
S 3.11 1.07 -6.03 0.8135
P -2.42 -1.87 -1.37 0.8351
P 2.01 0.99 3.66 0.8460
F 0.07 2.15 -7.09 -0.6099
O 1.55 0.04 2.58 -0.8060
O 3.49 1.37 -4.66 -0.6268
O -1.37 -0.93 -1.92 -0.8045
O 3.38 2.20 -6.92 -0.6593
N -3.26 -3.23 -0.58 0.0303
N -3.46 -1.88 -2.73 0.1243
N 0.64 2.03 3.66 0.1650
N 2.66 1.69 5.16 0.0263
N -3.01 -0.77 -0.14 0.3129
N 3.32 1.68 2.74 0.1575
C 3.05 2.77 1.81 -1.0886
C -0.57 1.39 4.17 -1.2367
C -4.03 -3.11 0.64 -0.8521
C -2.34 -4.39 -0.44 -1.1206
C -4.89 -2.11 -2.69 -0.8077
C 4.12 0.67 2.06 -1.1440
C 2.70 0.66 6.23 -1.1194
C 3.89 2.47 5.22 -0.8880
C -2.89 -2.56 -3.89 -1.1243
C 4.02 -0.42 -6.59 -0.8762
C -1.93 -0.13 0.61 -1.4198
C -4.01 0.23 -0.49 -1.1839
C 0.64 3.42 4.03 -0.8237
H -3.77 0.75 -1.43 0.3451
H 0.68 3.58 5.12 0.2933
H -1.14 -0.13 -6.09 0.0711
H -5.33 -1.78 -3.63 0.3705
H 4.53 -0.21 -7.53 0.3139
H -2.92 -3.66 -3.77 0.3326
H 3.80 3.38 4.64 0.2405
H 4.77 1.91 4.89 0.2829
H -1.50 0.72 0.06 0.3610
H 3.90 2.94 1.16 0.3937
H 3.49 -0.08 6.04 0.3607
H -5.15 -3.17 -2.56 0.2829
H 2.87 1.12 7.21 0.3695
H 4.72 -0.72 -5.81 0.3186
H -0.27 3.90 3.66 0.3687
H -4.44 -4.09 0.90 0.3995
H -4.88 -2.45 0.51 0.2239
H -1.46 1.94 3.88 0.3779
H 3.66 0.33 1.13 0.3312
H -2.88 -5.30 -0.19 0.3639
H -1.57 -4.21 0.32 0.3596
H -3.42 -2.29 -4.80 0.3431
H -0.55 1.31 5.27 0.3241
H 1.46 3.98 3.59 0.1780
H -2.30 0.23 1.57 0.4425
H 2.16 2.59 1.19 0.3102
H 1.00 -0.37 -7.65 0.0062
H -4.10 0.97 0.31 0.3787
H 1.75 0.13 6.28 0.3529
H -1.85 -2.27 -4.04 0.3356
H -1.82 -4.57 -1.39 0.3574
H -5.00 -0.22 -0.57 0.2641
H 4.06 2.79 6.25 0.3982
H -0.67 0.38 3.76 0.3531
H 2.92 3.72 2.34 0.2570
H -1.13 -0.83 0.82 0.4146
H -5.38 -1.54 -1.91 0.1605
H 1.08 -1.01 -5.21 0.0712
H -3.43 -2.76 1.49 0.2544
H 0.38 1.42 -4.51 0.0756
H 4.28 -0.20 2.70 0.3661
H 3.33 -1.23 -6.77 0.2674
H 5.11 1.08 1.83 0.3680
```

Summary:
- DFT total energy: -2388.07689 a.u.
- Maximum force: 7.0 eV/Å
- Net charge: -1